[1]
This record from OMol25 describes a cluster of 2 separate species, C18H15F4 in total at a distorted geometry. The level of theory is ωB97M-V/def2-TZVPD.

```
! wB97M-V def2-TZVPD RIJCOSX def2/J DEFGRID3
* xyz 1 1
F -5.159 -1.701 0.953
F 0.819 3.803 -2.288
F -3.061 2.392 2.295
F 2.669 -0.114 -4.287
C -0.013 0.273 -1.843
C -1.889 0.888 0.841
C -4.170 0.390 1.603
C 2.110 0.555 2.295
C 1.729 0.511 -3.510
C 0.906 -0.299 -2.738
C -1.940 -0.255 0.024
C 2.481 -1.949 1.731
C -3.036 1.213 1.586
C 2.551 1.160 1.137
C -0.136 1.674 -1.758
C 2.117 -3.283 1.965
C -4.111 -0.821 0.898
C -0.815 -0.686 -0.958
C 1.691 1.904 -3.401
C 1.984 -0.879 2.508
C 0.766 2.449 -2.520
C -3.004 -1.157 0.127
H -0.093 -1.270 -0.377
H 2.437 2.490 -3.916
H 2.784 2.264 0.994
H 1.660 1.162 3.156
H 3.181 -1.798 0.895
H 2.676 -4.082 1.452
H 2.661 0.458 0.260
H 0.941 -1.394 -2.821
H 1.114 -1.088 3.136
H -0.997 1.522 0.862
H -5.038 0.628 2.211
H -2.992 -2.087 -0.440
H -0.874 2.161 -1.136
H 1.344 -3.584 2.681
H -1.286 -1.452 -1.615
*
```

Its HOMO energy is -12.0 eV. The HOMO-LUMO gap is 4.80 eV. For the relative energy (zero: lowest compared OMol25 entry of this formula, charge and spin), the calculation gives 0.170 eV.

=====

[2]
This record from OMol25 describes the molecule C18H15FN4O at a distorted geometry. The level of theory is ωB97M-V/def2-TZVPD.

```
! wB97M-V def2-TZVPD RIJCOSX def2/J DEFGRID3
* xyz 0 1
F 4.476 -1.989 0.068
O -2.222 0.317 -3.365
N -0.749 -1.262 -3.887
N -1.869 3.091 2.387
N -0.880 1.154 2.514
N -1.361 2.219 3.214
C -0.983 -1.381 3.020
C -0.913 0.647 0.001
C 2.947 -0.317 -0.726
C 1.506 -2.209 -2.123
C 1.240 -0.121 2.735
C -1.981 2.429 -1.263
C 2.620 -2.603 -1.362
C -1.733 2.622 1.119
C 1.812 0.066 -1.432
C -0.245 -0.040 3.142
C -2.158 3.156 -0.078
C -1.877 -0.657 -4.212
C -1.230 0.335 -2.445
C 3.378 -1.648 -0.655
C -0.233 -0.562 -2.783
C 1.048 -0.889 -2.110
C -1.137 1.381 1.165
C -1.332 1.169 -1.219
H 1.784 -0.755 3.463
H -2.722 4.073 -0.115
H 2.909 -3.630 -1.308
H 0.911 -2.992 -2.583
H -2.042 -1.214 3.149
H -0.626 -2.084 3.740
H 1.500 1.100 -1.433
H -0.851 -1.830 2.071
H 1.766 0.859 2.705
H -2.349 2.786 -2.195
H -0.529 -0.357 0.093
H -0.201 0.214 4.206
H -2.536 -0.966 -4.990
H 1.338 -0.586 1.737
H 3.525 0.471 -0.248
*
```

Its HOMO energy is -8.3 eV. As for the structure (SMILES): CC(C)n1nnc2ccc(-c3ocnc3-c3ccc(F)cc3)cc21. The HOMO-LUMO gap is 8.33 eV.

=====

[3]
This record from OMol25 describes a structure of composition C18H15LiTe. The level of theory is ωB97M-V/def2-TZVPD.

```
! wB97M-V def2-TZVPD RIJCOSX def2/J DEFGRID3
* xyz 0 1
Te -1.569 -0.078 2.054
C 1.867 -1.310 -2.121
C -2.244 -1.789 -2.832
C -1.792 -0.891 -1.829
C -2.966 -1.654 2.261
C -5.123 -2.207 5.325
C -3.190 -0.402 4.447
C -4.546 -2.357 4.078
C 0.045 -2.334 -3.328
C -3.578 -1.459 3.629
C -3.778 -0.258 5.703
C -1.344 -2.499 -3.568
C 0.466 -1.434 -2.319
C 2.780 -2.015 -2.853
C -0.464 -0.670 -1.525
C 1.003 -3.059 -4.083
C -2.143 0.588 3.986
C 2.340 -2.908 -3.856
C -4.736 -1.151 6.143
Li 0.051 0.522 -0.029
H -5.183 -1.028 7.120
H 0.648 -3.740 -4.848
H -4.845 -3.179 3.440
H -3.701 -1.575 1.464
H -3.306 -1.909 -3.013
H -1.666 -3.190 -4.338
H -2.547 1.596 3.918
H -3.476 0.565 6.340
H 3.840 -1.890 -2.670
H -2.439 -2.600 2.175
H -5.873 -2.911 5.662
H 2.229 -0.625 -1.358
H -2.570 -0.351 -1.288
H 3.059 -3.469 -4.440
H -1.275 0.588 4.641
*
```

Its HOMO energy is -7.2 eV. The HOMO-LUMO gap is 6.79 eV.

=====

[4]
This record from OMol25 describes the molecule C18H15N3O4S. The level of theory is ωB97M-V/def2-TZVPD.

```
! wB97M-V def2-TZVPD RIJCOSX def2/J DEFGRID3
* xyz 0 1
S -2.933 1.622 -3.385
O 3.420 0.976 -0.676
O -3.495 2.850 -3.865
O -3.556 0.943 -2.284
O 0.410 -0.767 1.556
N 1.217 0.392 -0.727
N 1.980 -1.967 2.753
N -2.863 0.544 -4.680
C 0.713 1.184 -1.751
C 2.682 -0.606 0.911
C 3.235 -2.325 2.963
C 2.486 0.342 -0.230
C 1.689 -1.132 1.773
C 0.899 2.855 -3.479
C -0.646 1.061 -2.047
C -1.906 -0.710 1.781
C 4.291 -1.853 2.206
C -0.644 -1.569 3.644
C -3.047 -1.438 3.759
C -0.453 2.739 -3.764
C 3.995 -0.982 1.172
C 1.482 2.087 -2.485
C -0.684 -1.047 2.360
C -1.201 1.835 -3.038
C -3.080 -0.907 2.480
C -1.831 -1.762 4.332
H 1.508 3.553 -4.032
H -1.285 0.378 -1.509
H 0.523 -0.169 -0.250
H 3.380 -3.018 3.781
H -3.310 -0.332 -4.461
H -0.935 3.337 -4.520
H 0.299 -1.826 4.096
H -3.240 0.948 -5.522
H -1.796 -2.170 5.331
H -1.929 -0.287 0.788
H 2.532 2.185 -2.263
H -4.020 -0.642 2.020
H 4.770 -0.573 0.539
H 5.305 -2.155 2.414
H -3.964 -1.594 4.306
*
```

Its HOMO energy is -8.8 eV. As for the structure (SMILES): NS(=O)(=O)c1cccc(NC(=O)c2cccnc2Oc2ccccc2)c1. The HOMO-LUMO gap is 8.88 eV. For the relative energy (zero: lowest compared OMol25 entry of this formula, charge and spin), the calculation gives 0.000 eV.

=====

[5]
This record from OMol25 describes a structure of composition C18H16BrF3IN2O2V at a distorted geometry. The level of theory is ωB97M-V/def2-TZVPD.

```
! wB97M-V def2-TZVPD RIJCOSX def2/J DEFGRID3
* xyz 0 3
I -2.319 -1.476 2.532
Br -0.190 0.197 -2.206
V -0.044 -0.085 0.257
F -1.465 2.250 0.378
F -0.647 1.770 2.343
F 0.661 2.559 0.797
O 0.638 -0.722 1.663
O 1.093 -3.107 2.822
N 2.762 -0.266 0.847
N 2.031 0.006 -0.243
C 1.725 0.252 -2.581
C 3.440 0.597 -4.387
C 4.482 -1.501 4.588
C 1.914 -0.386 2.057
C 5.770 1.216 -4.234
C 2.847 -3.250 4.442
C 2.618 -1.295 3.053
C -1.898 -0.914 0.494
C 2.157 -2.557 3.446
C 5.970 0.841 -5.554
C 4.519 1.097 -3.653
C 3.786 -0.796 3.623
C 2.532 -0.024 -1.427
C -0.387 1.673 1.020
C 3.993 -2.728 5.011
C 3.651 0.251 -5.727
C 4.903 0.361 -6.303
C 2.089 0.451 -3.852
H 3.573 -0.292 -1.589
H -2.002 -1.846 -0.070
H 2.478 -4.219 4.759
H 4.130 0.184 3.312
H 4.370 1.440 -2.637
H 3.525 -0.924 0.753
H 6.597 1.615 -3.661
H 5.384 -1.086 5.019
H 4.508 -3.284 5.783
H 0.739 -3.838 3.336
H 2.817 -0.120 -6.311
H 5.043 0.078 -7.338
H 1.875 0.613 2.517
H -2.728 -0.260 0.216
H 6.948 0.933 -6.007
H 1.300 0.500 -4.593
*
```

Its HOMO energy (alpha / beta) is -7.5 / -7.6 eV. The HOMO-LUMO gap (alpha / beta) is 6.51 / 6.45 eV.

=====

[6]
This record from OMol25 describes a structure of composition C18H16CdN5OS2. The level of theory is ωB97M-V/def2-TZVPD.

```
! wB97M-V def2-TZVPD RIJCOSX def2/J DEFGRID3
* xyz 1 1
Cd 0.746 -0.996 0.803
S 0.101 -0.730 3.253
S -1.809 1.363 3.899
O 0.349 -4.252 1.786
N 0.526 -0.828 -1.620
N 2.979 -0.216 0.084
N 0.079 1.784 2.110
N -1.560 -1.154 0.170
N 1.054 1.211 1.333
C -2.525 -1.292 1.048
C -3.503 -0.763 -2.956
C -2.090 3.075 3.414
C 5.371 0.999 -0.620
C 3.179 1.092 0.325
C 2.120 1.833 1.059
C 3.960 -0.911 -0.489
C -2.488 -0.638 -3.858
C -0.842 -0.815 -2.097
C 0.944 -3.513 1.191
C -0.429 0.917 2.938
C -1.881 -0.966 -1.144
C -4.232 -1.075 -0.602
C -3.217 -0.931 -1.580
C 4.358 1.730 -0.018
C 5.173 -0.350 -0.857
C -3.892 -1.252 0.703
C -1.146 -0.662 -3.418
H 3.771 -1.964 -0.658
H -1.143 3.603 3.361
H -2.713 3.511 4.193
H -2.216 -1.433 2.078
H -0.345 -0.553 -4.140
H 4.481 2.783 0.196
H -4.536 -0.739 -3.277
H -4.637 -1.360 1.478
H 0.967 0.070 -1.797
H -5.270 -1.041 -0.911
H -2.700 -0.514 -4.910
H -2.600 3.133 2.456
H 2.308 2.843 1.414
H 5.939 -0.962 -1.310
H 6.303 1.476 -0.891
H 1.066 -1.516 -2.135
*
```

Its HOMO energy is -11.0 eV. The HOMO-LUMO gap is 7.74 eV. For the relative energy (zero: lowest compared OMol25 entry of this formula, charge and spin), the calculation gives 0.148 eV.

=====

What did the second record say?
This record from OMol25 describes the molecule C18H15FN4O at a distorted geometry. The level of theory is ωB97M-V/def2-TZVPD.

```
! wB97M-V def2-TZVPD RIJCOSX def2/J DEFGRID3
* xyz 0 1
F 4.476 -1.989 0.068
O -2.222 0.317 -3.365
N -0.749 -1.262 -3.887
N -1.869 3.091 2.387
N -0.880 1.154 2.514
N -1.361 2.219 3.214
C -0.983 -1.381 3.020
C -0.913 0.647 0.001
C 2.947 -0.317 -0.726
C 1.506 -2.209 -2.123
C 1.240 -0.121 2.735
C -1.981 2.429 -1.263
C 2.620 -2.603 -1.362
C -1.733 2.622 1.119
C 1.812 0.066 -1.432
C -0.245 -0.040 3.142
C -2.158 3.156 -0.078
C -1.877 -0.657 -4.212
C -1.230 0.335 -2.445
C 3.378 -1.648 -0.655
C -0.233 -0.562 -2.783
C 1.048 -0.889 -2.110
C -1.137 1.381 1.165
C -1.332 1.169 -1.219
H 1.784 -0.755 3.463
H -2.722 4.073 -0.115
H 2.909 -3.630 -1.308
H 0.911 -2.992 -2.583
H -2.042 -1.214 3.149
H -0.626 -2.084 3.740
H 1.500 1.100 -1.433
H -0.851 -1.830 2.071
H 1.766 0.859 2.705
H -2.349 2.786 -2.195
H -0.529 -0.357 0.093
H -0.201 0.214 4.206
H -2.536 -0.966 -4.990
H 1.338 -0.586 1.737
H 3.525 0.471 -0.248
*
```

Its HOMO energy is -8.3 eV. As for the structure (SMILES): CC(C)n1nnc2ccc(-c3ocnc3-c3ccc(F)cc3)cc21. The HOMO-LUMO gap is 8.33 eV.

=====

Repeat the fourth record exactly.
This record from OMol25 describes the molecule C18H15N3O4S. The level of theory is ωB97M-V/def2-TZVPD.

```
! wB97M-V def2-TZVPD RIJCOSX def2/J DEFGRID3
* xyz 0 1
S -2.933 1.622 -3.385
O 3.420 0.976 -0.676
O -3.495 2.850 -3.865
O -3.556 0.943 -2.284
O 0.410 -0.767 1.556
N 1.217 0.392 -0.727
N 1.980 -1.967 2.753
N -2.863 0.544 -4.680
C 0.713 1.184 -1.751
C 2.682 -0.606 0.911
C 3.235 -2.325 2.963
C 2.486 0.342 -0.230
C 1.689 -1.132 1.773
C 0.899 2.855 -3.479
C -0.646 1.061 -2.047
C -1.906 -0.710 1.781
C 4.291 -1.853 2.206
C -0.644 -1.569 3.644
C -3.047 -1.438 3.759
C -0.453 2.739 -3.764
C 3.995 -0.982 1.172
C 1.482 2.087 -2.485
C -0.684 -1.047 2.360
C -1.201 1.835 -3.038
C -3.080 -0.907 2.480
C -1.831 -1.762 4.332
H 1.508 3.553 -4.032
H -1.285 0.378 -1.509
H 0.523 -0.169 -0.250
H 3.380 -3.018 3.781
H -3.310 -0.332 -4.461
H -0.935 3.337 -4.520
H 0.299 -1.826 4.096
H -3.240 0.948 -5.522
H -1.796 -2.170 5.331
H -1.929 -0.287 0.788
H 2.532 2.185 -2.263
H -4.020 -0.642 2.020
H 4.770 -0.573 0.539
H 5.305 -2.155 2.414
H -3.964 -1.594 4.306
*
```

Its HOMO energy is -8.8 eV. As for the structure (SMILES): NS(=O)(=O)c1cccc(NC(=O)c2cccnc2Oc2ccccc2)c1. The HOMO-LUMO gap is 8.88 eV. For the relative energy (zero: lowest compared OMol25 entry of this formula, charge and spin), the calculation gives 0.000 eV.